Entry from OMol25: a molecular structure, C47H45GeN6O6PTi at a distorted geometry (wB97M-V/def2-TZVPD).

Element x y z (Å)
Ge: 1.9118 1.5980 -2.1472
Ti: -0.4502 -0.3422 4.0873
P: -2.2519 -3.9291 -5.0705
O: 0.9687 -0.6378 2.6797
O: 4.9391 3.1595 3.5658
O: 4.7206 5.3035 3.9303
O: -0.6730 1.6416 4.8437
O: 1.0018 0.3258 5.5040
O: -1.8279 -0.0063 2.7208
N: 4.4265 4.1329 4.1234
N: -4.5551 -4.8538 -3.6820
N: -4.8416 -3.0207 -5.3277
N: 0.0801 -2.2309 4.6888
N: -1.9950 -0.8711 5.2963
N: -4.4504 -5.3530 -6.0335
C: 3.8449 5.1592 -1.0598
C: 2.6203 2.7278 5.1697
C: -0.0106 3.6897 -2.8061
C: 4.8977 -0.7056 -5.1476
C: 4.5802 3.5269 0.4833
C: 5.4067 0.1031 -4.1521
C: 1.3259 2.7309 5.6274
C: -3.4620 -2.4954 -5.3452
C: 3.3244 4.1694 -1.8600
C: 2.0636 -2.7390 3.3890
C: 3.5415 -0.9070 -5.2508
C: 4.5229 4.8507 0.1469
C: -5.2422 -3.5425 -3.9702
C: 3.7798 -3.7152 1.8631
C: -1.9138 -2.0362 6.1853
C: -1.0048 4.3657 -3.5313
C: 3.2089 0.6305 -3.3899
C: -0.7030 -2.8660 5.7825
C: -5.0948 -4.0398 -6.3328
C: 2.6501 -0.2076 -4.3658
C: -0.2814 3.1478 -5.4712
C: 0.8653 2.7898 -3.4039
C: 1.7895 -1.6555 2.4553
C: 3.0207 -3.7141 3.0111
C: 2.6863 -1.5897 1.3512
C: -5.7812 1.2016 3.4032
C: -3.0907 -0.1317 5.4122
C: 3.6040 -2.5571 1.0182
C: -4.0013 0.4468 1.7916
C: -3.0455 -5.2720 -6.2121
C: 3.2928 3.9706 5.0327
C: 1.5330 5.0542 6.2668
C: -3.1553 -4.5726 -3.4796
C: 3.7808 2.5802 -0.1025
C: 0.5076 1.5124 5.3926
C: -5.3218 0.8064 2.0813
C: 3.2135 2.8770 -1.3482
C: 0.7329 2.5298 -4.7522
C: -3.6403 0.4033 4.2740
C: -3.0961 0.2996 2.8726
C: 0.8034 3.8460 6.3078
C: -4.8872 1.0030 4.4718
C: -4.7877 -5.8270 -4.7034
C: 2.7610 5.1116 5.5852
C: -1.2038 4.0300 -4.8595
C: 4.5943 0.7316 -3.2429
C: 1.2683 -2.7851 4.5858
H: 5.5736 -1.1103 -5.9203
H: -3.2644 -1.8247 -4.4319
H: 5.0708 1.3767 -2.5093
H: -3.0852 -3.8302 -2.6448
H: -5.8366 -6.1431 -4.6431
H: -5.0162 -2.8563 -3.1714
H: 3.7329 6.2517 -1.3122
H: 1.0630 5.9403 6.6580
H: 6.4808 0.3626 -4.1172
H: -6.3203 -3.7934 -4.0117
H: -6.1478 -4.1651 -6.4143
H: 5.0525 5.5341 0.8254
H: -0.3837 2.9296 -6.4963
H: -0.0627 3.7811 6.9058
H: -3.6554 -0.0040 6.3854
H: 5.2426 3.2500 1.2502
H: -2.8576 -4.9833 -7.2248
H: -3.6648 0.2764 0.7952
H: 4.3959 -4.5922 1.6258
H: 3.1199 6.0959 5.2869
H: 3.0333 -1.4643 -6.0438
H: 2.9952 4.5321 -2.8212
H: -1.5910 5.1064 -3.0912
H: -6.7697 1.5751 3.5777
H: -2.9381 -2.4887 6.1429
H: 3.0895 1.8853 4.6460
H: 1.5825 -0.4079 -4.5108
H: -1.7297 -1.6521 7.1992
H: 1.4534 1.9231 -5.2513
H: -1.9608 4.4530 -5.4980
H: 1.7299 -3.2692 5.4880
H: -4.1309 -6.7017 -4.5308
H: -3.2518 -1.9612 -6.2612
H: 3.1695 -4.5301 3.7310
H: -6.1133 0.9010 1.3594
H: -0.0255 -2.9049 6.6933
H: 4.2812 -2.2740 0.1858
H: 2.5926 -0.7085 0.7383
H: -1.0031 -3.8302 5.4665
H: -2.6788 -6.2738 -5.9863
H: -2.5839 -5.4903 -3.1467
H: -5.1311 1.2998 5.4887
H: -4.7697 -3.6215 -7.2863
H: 3.7050 1.5601 0.2837
H: 0.1080 3.9939 -1.7607

Calculated values
Frontier orbital gap (alpha / beta) = 3.0 / 4.5 eV
Multiplicity = 4
Charge = -1
⟨S²⟩ = 3.81
LUMO energy (alpha / beta) = 1.10 / 0.23 eV

Mulliken atomic charge list, values in e, 6 entries:
1 Ge 0.724
2 Ti 0.069
3 P 0.052
4 O -0.588
5 O -0.606
6 O -0.612

Entry from OMol25: a molecular structure, C47H46FIrN13O3S at a distorted geometry (wB97M-V/def2-TZVPD).

Element x y z (Å)
Ir: 0.2465 -2.0791 1.3653
S: 2.4624 -2.6795 0.1070
F: -2.6733 3.5099 -1.6239
O: -0.2591 0.2148 1.0012
O: 2.3058 0.4182 4.1664
O: 1.8465 -0.8702 2.4057
N: -1.2631 -1.7929 -2.9079
N: 1.4074 3.8192 2.0510
N: 0.9432 -0.1074 -6.3593
N: -0.4894 -2.3113 -0.9160
N: -0.2691 -2.3631 3.6330
N: 4.4096 -4.1044 1.2886
N: 0.0514 0.1001 -5.5052
N: -1.6325 8.2654 -2.4588
N: -1.7046 6.1183 -0.8940
N: -2.1302 -1.7904 1.7071
N: -0.4405 -1.0619 -5.0535
N: 0.1728 -4.5807 1.5501
N: 2.4734 -5.1305 1.3656
C: 0.4565 -2.2714 5.9066
C: 5.4176 -3.0980 1.0901
C: -2.8853 7.4829 -2.5663
C: 2.8891 5.7599 1.3803
C: 0.3657 3.7921 1.1491
C: -1.7894 7.3622 -0.1594
C: -0.1845 2.5445 0.7961
C: -1.6877 3.6720 -0.7153
C: -1.8810 -2.9576 -2.5288
C: -1.2109 4.9549 -0.3467
C: 3.4271 -5.9770 1.8912
C: -3.0197 -1.5465 0.7553
C: 3.5302 5.1006 2.5616
C: -0.4961 -7.2670 1.1973
C: 1.1107 -1.4381 -6.5704
C: 0.4480 -0.2433 -1.9614
C: -1.8104 -1.8012 5.3537
C: 1.9033 -3.5526 -7.2889
C: -0.4208 -1.4359 -1.9041
C: -1.3902 -3.2681 -1.3003
C: -2.6472 6.0776 -2.0074
C: 1.9468 -2.1764 -7.4069
C: 0.8163 -6.8435 1.0961
C: 1.8809 0.2088 3.0510
C: 1.0290 -4.1886 -6.3970
C: -4.8388 -1.7680 2.2620
C: 0.1740 -3.4783 -5.5765
C: 0.6766 -2.4921 4.5538
C: -2.5486 -1.9418 2.9717
C: -3.9125 -1.9575 3.2720
C: 1.8322 2.6782 2.6076
C: -0.1649 4.9582 0.5820
C: -1.2855 8.5232 -1.0307
C: -4.3858 -1.5234 0.9757
C: 3.1004 -3.9777 0.9881
C: -1.5174 -2.0533 4.0140
C: 0.2767 1.2835 1.3613
C: -1.4665 -6.3317 1.5292
C: 1.3243 1.4424 2.3090
C: 2.0412 5.0634 2.4099
C: -1.5390 -1.0759 -4.1320
C: -1.2074 2.5234 -0.1559
C: 1.1153 -5.4976 1.3155
C: 0.2068 -2.0937 -5.6877
C: -0.8130 -1.8893 6.3103
C: -1.0853 -5.0104 1.6756
C: 4.6171 -5.3315 1.8488
H: 1.2657 -2.3721 6.6125
H: 1.4331 5.6622 3.0786
H: -2.2233 5.4426 -2.7881
H: 6.4051 -3.5496 1.1655
H: 2.5728 -1.6865 -8.1360
H: -5.0665 -1.3252 0.1622
H: -0.1351 0.6592 -2.1428
H: -0.2050 8.6416 -0.9505
H: -3.1929 7.4054 -3.6103
H: -2.8316 7.5408 0.1312
H: -3.6725 8.0067 -2.0233
H: -1.0216 -1.6540 7.3444
H: -0.7538 -8.3011 1.0304
H: -1.6393 -4.0933 -0.6674
H: -0.8816 7.7252 -2.9056
H: 5.5791 -5.6654 2.1850
H: -2.6314 -1.3501 -0.2292
H: -2.4118 -1.5460 -4.6037
H: 5.3359 -2.3165 1.8484
H: 1.5931 -7.5490 0.8478
H: 2.6236 2.7525 3.3395
H: -1.2077 7.3194 0.7575
H: -1.6457 1.5784 -0.4303
H: 3.1871 -6.9520 2.2640
H: -2.6170 -3.4411 -3.1386
H: -0.4630 -3.9740 -4.8578
H: -1.7667 -0.0223 -3.9224
H: 4.0885 4.1931 2.3921
H: 1.0350 -5.2657 -6.3394
H: -1.7163 9.1519 -2.9701
H: 1.6636 -2.7661 4.2115
H: 5.3018 -2.6449 0.1065
H: -3.6170 5.6532 -1.7183
H: 3.0000 5.2835 0.4173
H: 1.1839 -0.3345 -2.7589
H: 3.9366 5.7155 3.3483
H: -4.2471 -2.1370 4.2793
H: 0.9688 -0.1527 -1.0140
H: -2.8042 -1.5034 5.6389
H: -1.7581 9.4511 -0.7064
H: 0.2633 5.9001 0.8721
H: -1.8188 -4.2531 1.9097
H: -2.4961 -6.6195 1.6648
H: -5.8949 -1.8020 2.4735
H: 2.5489 -4.1614 -7.9025
H: 2.8750 6.8381 1.3380

Calculated values
Frontier orbital gap (alpha / beta) = 3.9 / 4.2 eV
Energy relative to the best compared isomer or geometry (same formula, charge and spin) = 26.50 kcal/mol
Multiplicity = 2
Charge = +4
⟨S²⟩ = 0.80
LUMO energy (alpha / beta) = -11.81 / -11.51 eV

Mulliken atomic charge list, values in e, 6 entries:
1 Ir 4.580
2 S -0.423
3 F -0.361
4 O -0.463
5 O -0.645
6 O -0.490

Entry from OMol25: a molecular structure, C47H46FIrN13O3S at a distorted geometry (wB97M-V/def2-TZVPD).

Element x y z (Å)
Ir: 1.9843 0.3754 0.1948
S: 4.0814 1.6167 0.9979
F: -3.2422 -1.2223 4.7679
O: -0.1478 -0.2088 1.0227
O: -0.5462 -1.2796 -2.9995
O: 0.8024 -0.1643 -1.6207
N: 2.1216 -0.0934 2.4660
N: 4.4650 0.1413 -5.4225
N: -5.8639 -1.4336 3.6771
N: 3.2943 1.3014 -6.7902
N: -3.8205 -0.8316 -0.6780
N: -8.1992 -0.5879 4.8868
N: 3.6196 -0.1798 -1.2688
N: 4.8120 -0.3202 -3.0852
N: 2.1508 -1.8557 0.4879
N: 4.1688 1.3839 -5.8851
N: 2.9196 4.1189 0.6186
N: 5.0715 4.0740 0.9485
N: 1.2299 2.6167 -0.1231
C: 3.3884 5.4307 0.5783
C: 3.9787 3.3036 0.8313
C: 2.2747 -2.3421 1.7322
C: -7.2659 -1.4130 5.7107
C: 2.8207 -0.6719 5.0653
C: -0.7076 4.5518 0.3934
C: 2.2330 -3.7110 1.9561
C: 2.6869 -2.7564 -6.8942
C: 2.9630 -0.0162 -7.0078
C: 2.0786 -0.6279 -7.8951
C: 2.1179 0.8627 3.3911
C: -1.0334 3.3998 -0.3040
C: -4.8215 -1.1066 1.5110
C: 1.9917 -2.6763 -0.5477
C: -7.0930 -2.0118 3.1651
C: -2.3310 -0.8795 2.6716
C: -2.4237 -0.7805 1.2769
C: 3.7995 0.3314 -2.4791
C: 2.4048 -1.3519 2.8060
C: 3.7128 -0.7883 -6.0942
C: 2.0624 -4.5751 0.8837
C: 4.7162 5.3914 0.7853
C: 1.9393 -4.0498 -0.3941
C: 5.4211 -0.0194 -4.3832
C: -1.4464 -0.7068 -0.9276
C: 1.9427 -1.9974 -7.8102
C: 0.6137 4.7548 0.7510
C: 5.2955 -1.2707 -2.2080
C: 1.5615 3.7913 0.4298
C: -8.2801 -1.0934 3.4651
C: -0.0457 2.4620 -0.5195
C: -4.7413 -1.2305 2.8972
C: -5.1214 -0.7145 -1.3127
C: -5.8519 -1.3188 5.1412
C: -5.9058 0.5375 -1.0363
C: 3.5694 -2.1698 -6.0098
C: 6.4113 3.5672 1.2005
C: 4.5525 -1.1744 -1.0814
C: 3.0228 1.4501 -3.0643
C: -2.7140 -0.8350 -1.4303
C: -1.2361 -0.5387 0.4651
C: -0.3056 -0.7362 -1.9425
C: 2.7764 -1.6711 4.1065
C: 2.4580 0.6197 4.7092
C: -3.6998 -0.9079 0.7003
C: -5.2963 0.3177 -2.3847
C: -3.4354 -1.1016 3.4398
H: -7.2513 -2.9951 3.6185
H: -7.6366 -2.4357 5.7241
H: 0.9037 5.6553 1.2706
H: 1.7991 -4.6855 -1.2554
H: -7.0409 -2.1696 2.0934
H: 3.1268 -0.8982 6.0775
H: -2.8448 -0.9348 -2.5003
H: -4.4447 0.9233 -2.6614
H: -2.0341 3.2247 -0.6692
H: -8.2881 -0.2350 2.7960
H: 3.0446 -2.6823 4.3720
H: 7.0928 4.3991 1.3489
H: -5.2545 -2.1013 5.6144
H: 1.5572 -0.0462 -8.6418
H: 2.3107 -4.1075 2.9566
H: 2.2982 1.0812 -3.7922
H: 2.4621 1.9414 -2.2709
H: 2.5564 -3.8296 -6.8763
H: -9.1300 -0.5828 5.3106
H: -1.3655 -0.8099 3.1521
H: -9.2073 -1.6489 3.3314
H: -5.4100 -0.3585 5.4153
H: -1.4525 5.2999 0.6268
H: -6.9785 0.4659 -0.9294
H: 2.7609 6.2741 0.3626
H: -0.2608 1.5563 -1.0644
H: 4.0991 -2.7570 -5.2701
H: 3.6746 2.1675 -3.5608
H: 1.8344 1.8552 3.0659
H: 1.2571 -2.5054 -8.4734
H: 6.1098 -0.8295 -4.6259
H: 6.7535 2.9664 0.3577
H: 4.6384 -1.7306 -0.1663
H: -7.2594 -1.0470 6.7360
H: -7.8650 0.3777 4.8941
H: 5.9785 0.9174 -4.3259
H: 5.4259 6.1989 0.8285
H: -5.7780 -1.1734 1.0196
H: -5.6440 -1.6581 -1.4124
H: 1.9057 -2.2173 -1.5241
H: 6.4089 2.9382 2.0899
H: 2.4548 1.4240 5.4302
H: -5.9467 0.0791 -3.2128
H: 6.1220 -1.9172 -2.4444
H: 2.0245 -5.6436 1.0455
H: -5.4462 1.2763 -0.3933

Calculated values
Frontier orbital gap (alpha / beta) = 4.0 / 4.2 eV
Energy relative to the best compared isomer or geometry (same formula, charge and spin) = 0.00 kcal/mol
Multiplicity = 2
Charge = +4
⟨S²⟩ = 0.76
LUMO energy (alpha / beta) = -11.43 / -11.22 eV

Mulliken atomic charge list, values in e, 6 entries:
1 Ir 5.458
2 S -0.461
3 F -0.354
4 O -0.903
5 O -0.681
6 O -1.367